[1]
The following is a DFT calculation (ωB97M-V/def2-TZVPD) of a molecular structure, C6H11IN in a non-equilibrium geometry.

The geometry in XYZ format:
```
19
Properties=species:S:1:pos:R:3
C 0.9979 1.3748 3.0178
C 0.0346 0.9489 2.2472
C -0.5723 -1.4217 -1.0438
C 0.0882 -1.2736 0.3482
C -0.6472 -0.0028 -1.6145
C 0.3840 0.1959 0.4721
N -0.5814 0.8590 -0.4088
I -2.0246 0.8539 2.6191
H 0.7799 1.7683 3.9989
H 2.0352 1.3498 2.7338
H 0.0140 -2.0669 -1.6930
H -1.5649 -1.8585 -0.9551
H -0.5948 -1.6079 1.1308
H 0.9995 -1.8589 0.4334
H 0.2171 0.2187 -2.2427
H -1.5553 0.1885 -2.1844
H 1.4061 0.4985 0.2722
H -0.3478 1.8331 -0.6190
H -1.4956 0.8465 0.0953
```

Energy relative to the best compared isomer or geometry (same formula, charge and spin): 21.1 kcal/mol
LUMO energy: -3.1 eV
Net charge: +1
Max |F|: 4.9 eV Å⁻¹
Orbital gap: 0.3716 Ha

natural (NBO) atomic charge list, values in e, 8 entries: atom 1 (C): -0.429, atom 2 (C): -0.185, atom 3 (C): -0.425, atom 4 (C): -0.466, atom 5 (C): -0.230, atom 6 (C): -0.016, atom 7 (N): -0.546, atom 8 (I): 0.230

---

[2]
The following is a DFT calculation (ωB97M-V/def2-TZVPD) of a gas-phase ion, C6H11IN (charge +1) in a non-equilibrium geometry.

The geometry in XYZ format:
```
19
Properties=species:S:1:pos:R:3
C -0.5063 -2.0511 0.3117
N 0.1229 -0.8948 -0.1999
C -0.3753 -0.1960 -1.3619
C -0.2287 0.5162 -0.1277
C -1.4437 0.8831 0.7090
C 0.8722 1.5784 0.0424
C 2.1961 1.4510 0.0964
I 3.3686 -0.2702 0.1247
H -0.0904 -3.0616 -0.0236
H -0.2928 -2.0226 1.4707
H -1.6660 -1.9514 0.3005
H 1.1750 -1.1323 -0.2377
H -1.3060 -0.5603 -1.6351
H 0.3240 -0.1453 -2.2151
H -2.0401 -0.0358 0.8100
H -2.2901 1.4979 0.2094
H -1.0570 1.5308 1.4939
H 0.4697 2.5214 0.0823
H 2.7680 2.3425 0.1500
```

Energy relative to the best compared isomer or geometry (same formula, charge and spin): 46.7 kcal/mol
LUMO energy: -2.8 eV
SMILES string: C[N@H+]1C[C@]1(C)/C=C\I
Net charge: +1
Max |F|: 5.5 eV Å⁻¹
Orbital gap: 0.3841 Ha

natural (NBO) atomic charge list, values in e, 8 entries: atom 1 (C): -0.455, atom 2 (N): -0.413, atom 3 (C): -0.210, atom 4 (C): 0.102, atom 5 (C): -0.646, atom 6 (C): -0.221, atom 7 (C): -0.318, atom 8 (I): 0.238

---

Among the records above, which one has the highest orbital gap?
number 2

---

Among the records above, which one has the highest LUMO energy?
number 2

---

Which value of energy relative to the best compared isomer or geometry (same formula, charge and spin) does entry 1 give?
21.1 kcal/mol

---

What is the formula in the first record?
C6H11IN